Entry 1:
13
Properties=species:S:1:pos:R:3:nbo_charge:R:1 method="wB97M-V/def2-TZVPD" orbital_gap_ev=8.818 multiplicity=1 energy_ev=-17488.1474 lumo_energy_ha=0.0274 de_lowest_kcal_mol=109.9 molar_mass_g_mol=105.17 charge=0
C -0.2050 -2.1188 -0.2494 -0.44
C -0.4217 0.2353 0.0563 0.21
H -1.2490 -2.1426 -0.6025 0.21
H -0.0805 -2.6903 0.8500 0.21
H 0.3326 -2.6197 -1.1538 0.21
H 1.8382 0.5977 1.1266 0.22
H -1.3990 0.2524 -0.5271 0.15
H -1.1859 2.7475 -0.3041 0.35
H 0.3090 3.3483 0.2935 0.37
N 0.3440 -0.7559 -0.3469 -0.54
N 0.1045 1.2809 0.3760 -0.32
N -0.4202 2.6941 0.4157 -0.65
S 2.0331 -0.8289 0.0656 0.04

Entry 2:
97
Properties=species:S:1:pos:R:3:mulliken_charge:R:1 method="wB97M-V/def2-TZVPD" orbital_gap_ev=6.795 multiplicity=1 energy_ev=-91990.6681 lumo_energy_ha=-0.2138 de_lowest_kcal_mol=1.5 molar_mass_g_mol=855.42 charge=+2
Sn 0.9029 0.8343 0.7165 0.84
O -1.9101 -0.9419 -1.6665 -0.77
C -1.4536 -0.5871 -0.5198 -0.59
O -0.3181 -0.8809 -0.1055 -0.26
C -2.2989 0.3615 0.2602 0.73
C -3.6749 0.3944 0.2123 -0.39
C -4.3141 1.4128 0.9099 -0.74
C -3.5507 2.3618 1.5676 -0.47
C -2.1663 2.2528 1.5427 -1.01
N -1.5535 1.2514 0.9203 0.99
H -4.2232 -0.3491 -0.3491 0.65
H -5.3940 1.4742 0.9192 0.51
H -4.0140 3.1844 2.0942 0.54
H -1.5347 2.9833 2.0346 0.49
N 2.4293 -1.0961 0.4374 -0.53
H 1.8551 -1.8212 0.0145 0.12
H 2.7115 -1.4499 1.3502 0.25
H 3.2644 -0.9970 -0.1327 0.31
C -1.8806 -0.9765 3.8586 -1.88
C -0.9385 -0.0855 4.6800 2.01
C -1.6442 1.2438 4.9655 -1.81
C -0.6271 -0.7935 6.0003 -1.61
P 0.5849 0.1966 3.6167 0.52
C 1.4219 -1.4281 3.7101 1.32
C 2.3427 -1.8122 4.6879 -0.51
C 2.8795 -3.0908 4.6974 -0.76
C 2.4919 -4.0231 3.7436 -0.89
C 1.5654 -3.6684 2.7745 -0.64
C 1.0459 -2.3794 2.7570 -1.12
C 1.7123 1.5077 4.3195 1.65
C 1.8557 1.5586 5.8435 -1.70
C 1.1618 2.8621 3.8352 -1.51
C 3.0961 1.3150 3.6782 -1.58
H -2.8279 -1.0741 4.3935 0.57
H -1.4744 -1.9794 3.7251 0.36
H -2.0926 -0.5527 2.8731 0.27
H -2.5959 1.0353 5.4594 0.56
H -1.8630 1.8011 4.0542 0.16
H -1.0693 1.8857 5.6304 0.31
H -1.5733 -1.0127 6.5019 0.53
H -0.0358 -0.1777 6.6751 0.29
H -0.1123 -1.7418 5.8490 0.32
H 2.6459 -1.1202 5.4600 0.21
H 3.5956 -3.3633 5.4613 0.48
H 2.9048 -5.0228 3.7631 0.41
H 1.2425 -4.3947 2.0394 0.51
H 0.3163 -2.1153 1.9974 0.53
H 0.9390 1.8873 6.3301 0.35
H 2.6327 2.2862 6.0917 0.53
H 2.1480 0.6092 6.2866 0.23
H 0.1724 3.0791 4.2367 0.27
H 1.1111 2.9171 2.7443 0.08
H 1.8325 3.6585 4.1658 0.60
H 3.6154 0.4351 4.0518 0.33
H 3.7121 2.1889 3.9002 0.55
H 3.0395 1.2315 2.5883 0.20
C -3.5908 1.3491 -4.0026 -1.05
Si -2.8109 -0.2288 -4.5814 0.78
C -3.8913 -1.7081 -4.2596 -1.13
C -2.3075 -0.1544 -6.3669 -1.06
Si -0.9525 -0.6359 -3.1880 0.11
Te 0.1458 1.5161 -2.3125 -0.41
Si 0.6820 -2.2848 -3.5859 0.85
C 2.3535 -1.6087 -3.1170 -0.69
C 0.5963 -2.5388 -5.4294 -1.18
C 0.2866 -3.8522 -2.6793 -1.11
Si 1.5170 2.6115 -4.1994 0.44
C 3.2400 2.7121 -3.5574 -1.04
C 1.3373 1.5286 -5.6799 -0.32
C 0.7169 4.2561 -4.4051 -1.05
H -4.3395 1.6613 -4.7357 0.45
H -2.8641 2.1565 -3.8949 0.27
H -4.0957 1.2144 -3.0432 0.25
H -4.8770 -1.5439 -4.7035 0.43
H -4.0311 -1.8973 -3.1938 0.27
H -3.4708 -2.6085 -4.7133 0.32
H -3.1920 0.0115 -6.9879 0.43
H -1.8501 -1.0918 -6.6882 0.30
H -1.6102 0.6576 -6.5769 0.30
H 2.7614 -1.0122 -3.9362 0.34
H 3.0453 -2.4355 -2.9319 0.48
H 2.3188 -0.9644 -2.2385 -0.23
H 0.6367 -1.5973 -5.9817 0.29
H -0.3222 -3.0569 -5.7150 0.34
H 1.4386 -3.1530 -5.7597 0.43
H 0.1997 -3.7185 -1.5986 0.21
H 1.0860 -4.5729 -2.8714 0.42
H -0.6488 -4.2861 -3.0381 0.34
H 3.6832 1.7235 -3.4285 0.28
H 3.2755 3.2404 -2.6032 0.33
H 3.8542 3.2704 -4.2708 0.39
H 1.8584 0.5776 -5.5597 0.13
H 1.7713 2.0414 -6.5444 0.52
H 0.2881 1.3347 -5.9042 -0.29
H 0.7741 4.8436 -3.4872 0.33
H -0.3325 4.1580 -4.6865 0.32
H 1.2323 4.8115 -5.1950 0.39

Entry 3:
81
Properties=species:S:1:pos:R:3:mulliken_charge:R:1 method="wB97M-V/def2-TZVPD" smiles="CCOc1c(OC[C@@H](C)O)c(OC#N)c([C@H](Br)[C@@H](C)Br)c2c1C(=O)NC2=O.CC(C)O.CC(C)O.CC(C)O" orbital_gap_ev=7.301 multiplicity=1 energy_ev=-189117.2377 lumo_energy_ha=-0.0734 molar_mass_g_mol=686.43 charge=0
C -1.2119 -2.1213 2.6171 -1.07
C -0.9210 -1.0494 1.3989 0.55
O -2.1679 -0.5270 0.7619 -0.40
C -1.9590 0.9561 0.7024 -0.06
C -0.8622 1.6675 -0.3410 0.59
O -0.1392 0.7164 -1.2250 0.04
C -1.0905 0.4179 -2.3331 -0.44
C -1.0430 -1.1412 -2.8470 0.63
C -1.9897 -2.1775 -2.0004 -0.55
O -1.5537 -1.1742 -4.2575 -0.61
C -0.5995 3.3183 -0.3774 0.15
O 0.4022 3.9203 -1.2702 -0.28
C -0.1044 4.0029 -2.6722 0.27
N -0.5570 4.5036 -3.8033 -0.42
C -1.4701 4.2458 0.6556 0.21
C -1.3723 5.8720 0.8395 -0.19
Br -1.0908 6.9072 -0.8478 -0.11
C -0.2977 6.2760 2.0563 0.00
C -1.1283 6.5777 3.4770 -0.88
Br 0.9382 4.7282 2.5075 -0.14
C -2.5361 3.4566 1.6520 -0.23
C -2.8382 1.8500 1.7553 0.40
C -3.9346 1.4663 2.9098 0.24
O -4.5709 0.3134 3.1756 -0.50
N -4.0405 2.8176 3.6483 -0.28
C -3.5568 4.0166 2.8057 -0.15
O -4.0303 5.2346 3.0804 -0.51
H -2.2973 -2.0005 3.0396 0.29
H -0.9452 -3.2430 2.3320 0.29
H -0.4631 -1.8241 3.4956 0.20
H -0.3796 -0.1190 1.8587 0.03
H -0.1800 -1.5038 0.5810 -0.01
H -0.7394 1.1141 -3.2348 0.23
H -2.2016 0.7195 -2.0895 0.28
H 0.0440 -1.6037 -2.8970 -0.12
H -1.5169 -2.4515 -0.9434 -0.03
H -2.1551 -3.2301 -2.5366 0.08
H -3.0682 -1.7375 -1.7457 0.25
H -2.1381 -1.9978 -4.3414 0.36
H -2.4328 6.2164 1.2667 0.41
H 0.2775 7.2618 1.7984 0.43
H -1.3902 5.5239 3.9730 0.19
H -2.1774 7.0802 3.2519 0.28
H -0.5090 7.2136 4.2414 0.31
H -3.5596 2.8389 4.5976 0.32
C -2.4090 -6.5588 -5.0512 -1.39
C -1.4517 -5.7731 -4.1691 0.89
C -0.0028 -6.0797 -4.5134 -1.30
O -1.6919 -6.1003 -2.8030 -0.53
H -2.2710 -7.6374 -4.9159 0.34
H -3.4479 -6.3375 -4.7839 0.34
H -2.2602 -6.3174 -6.1082 0.36
H -1.6390 -4.7003 -4.2870 -0.03
H 0.2204 -7.1413 -4.3590 0.34
H 0.6747 -5.5167 -3.8625 0.30
H 0.2182 -5.8240 -5.5542 0.37
H -1.5281 -7.0513 -2.6890 0.34
C 3.3389 0.2740 4.8539 -1.41
C 2.9636 0.2517 3.3807 0.52
C 3.6999 1.3322 2.6049 -1.24
O 1.5584 0.4497 3.2483 -0.39
H 3.0717 1.2330 5.3120 0.34
H 2.7921 -0.5008 5.4021 0.34
H 4.4120 0.1086 4.9905 0.39
H 3.1975 -0.7306 2.9562 0.21
H 3.4455 2.3286 2.9832 0.36
H 3.4107 1.3122 1.5486 0.20
H 4.7839 1.1985 2.6740 0.39
H 1.3415 1.3197 3.6228 0.24
C 4.0984 -1.8466 -0.0439 -0.79
C 3.7231 -1.8690 -1.5171 0.30
C 4.4594 -0.7884 -2.2930 -1.30
O 2.3179 -1.6710 -1.6495 -0.35
H 3.8312 -0.8877 0.4141 -0.15
H 3.5516 -2.6214 0.5042 0.32
H 5.1715 -2.0121 0.0927 0.43
H 3.9570 -2.8513 -1.9417 0.33
H 4.2051 0.2080 -1.9146 0.27
H 4.1702 -0.8084 -3.3492 0.33
H 5.5434 -0.9222 -2.2239 0.42
H 2.1010 -0.8010 -1.2750 0.16

Entry 4:
11
Properties=species:S:1:pos:R:3:nbo_charge:R:1 method="wB97M-V/def2-TZVPD" orbital_gap_ev=11.045 multiplicity=1 energy_ev=-7763.7599 lumo_energy_ha=0.0218 de_lowest_kcal_mol=63.8 molar_mass_g_mol=83.09 charge=0
C -1.3756 0.3674 -0.1231 -0.73
C -0.3855 -0.6461 0.3634 0.58
O -0.6861 -1.6407 0.9804 -0.52
C 1.1008 -0.4706 0.0080 -0.36
C 1.5095 1.5315 0.2974 0.30
N 1.6856 0.9150 -0.6973 -0.53
H -2.3899 -0.0198 -0.0011 0.24
H -1.1754 0.6313 -1.1663 0.24
H -1.2592 1.2856 0.4640 0.25
H 1.2841 -1.0040 -0.9142 0.27
H 1.7215 -0.9159 0.8017 0.25

Entry 5:
21
Properties=species:S:1:pos:R:3:nbo_charge:R:1 method="wB97M-V/def2-TZVPD" orbital_gap_ev=8.903 multiplicity=1 energy_ev=-8492.5326 lumo_energy_ha=0.0296 de_lowest_kcal_mol=100.5 molar_mass_g_mol=102.18 charge=0
C -1.2912 -0.2023 -2.2267 -0.62
C -1.1510 1.0680 -1.3936 -0.39
C -1.3834 0.8769 0.1207 -0.43
C -0.3897 -0.0909 0.7295 -0.35
C 1.6579 -0.2835 2.1586 -0.68
C 0.7580 0.4204 1.4383 -0.20
H -0.6996 -0.2393 -3.1402 0.22
H -1.1070 -1.1142 -1.6545 0.21
H -2.3249 -0.3448 -2.5802 0.20
H -1.7640 1.8674 -1.8049 0.21
H -0.0932 1.3334 -1.4443 0.19
H -1.5532 1.8517 0.5680 0.22
H -2.3897 0.4633 0.2739 0.21
H -0.7928 -1.0727 0.9636 0.25
H 0.6333 0.1704 0.1063 0.32
H 1.2170 -0.9486 2.9028 0.22
H 2.5693 0.2281 2.4515 0.21
H 0.6959 1.4911 1.6358 0.24
H 3.0678 -2.3188 0.1671 0.46
H 2.0923 -1.2964 0.7676 0.47
O 2.2481 -1.8593 -0.0396 -0.98

Entry 6:
47
Properties=species:S:1:pos:R:3:nbo_charge:R:1 method="wB97M-V/def2-TZVPD" orbital_gap_ev=6.212 multiplicity=1 energy_ev=-192761.5956 lumo_energy_ha=0.1498 de_lowest_kcal_mol=40.1 molar_mass_g_mol=946.65 charge=-3
Na 0.0127 -0.6014 -0.9614 0.92
Na 0.0648 -3.2739 -1.8736 0.96
N 3.2398 -0.8468 2.6303 -1.08
S 3.2100 -1.0788 1.0207 2.45
O 4.4284 -1.2667 0.3090 -0.91
O 2.1269 -0.4571 0.3246 -0.97
F 2.7055 -2.5972 1.2073 -0.53
S 4.2980 0.3415 2.7067 2.43
O 3.9266 1.6090 2.1654 -0.90
O 5.6706 -0.0593 2.7670 -0.94
F 4.0575 0.6536 4.2863 -0.53
N -1.2915 -2.4148 -0.2229 -1.28
S -2.8809 -2.6779 -0.7886 2.43
O -3.7986 -1.6846 -0.3987 -0.85
O -3.2994 -4.0303 -0.8640 -0.91
F -2.5759 -2.2808 -2.3087 -0.51
S -1.5472 -2.9983 1.2450 2.46
O -1.6195 -4.4276 1.3405 -0.94
O -2.4192 -2.2983 2.1174 -0.87
F -0.0820 -2.7107 1.7694 -0.49
N 1.2125 -1.4036 -2.7943 -1.24
S 0.8129 -0.3964 -4.0597 2.40
O 0.3996 -0.9717 -5.3012 -0.89
O 1.3498 0.9058 -4.0172 -0.84
F -0.6675 -0.0796 -3.5134 -0.52
S 2.5992 -1.8605 -3.4402 2.45
O 3.6152 -0.9036 -3.6595 -0.87
O 2.4847 -2.9612 -4.3417 -0.93
F 3.1518 -2.5656 -2.1147 -0.51
N -3.3870 3.2573 -1.3386 -1.16
S -1.9173 2.6416 -1.3468 2.50
O -1.1036 2.9050 -2.4863 -0.93
O -1.7860 1.3825 -0.6761 -0.95
F -1.3733 3.7248 -0.3285 -0.49
S -4.2281 2.2981 -2.2377 2.48
O -5.2516 1.6703 -1.4710 -0.94
O -3.6024 1.5734 -3.3014 -0.94
F -4.9961 3.4097 -3.1407 -0.54
N -0.0637 1.3272 3.7799 -1.12
S -0.4855 2.1533 2.4904 2.45
O 0.2967 3.2338 1.9953 -0.91
O -1.9059 2.2720 2.4325 -0.93
F -0.1305 1.0075 1.3825 -0.54
S 0.1075 2.5155 4.8655 2.45
O -1.0701 3.2420 5.2210 -0.94
O 1.3539 3.2106 4.8311 -0.93
F 0.3580 1.5122 6.0990 -0.53

Entry 7:
88
Properties=species:S:1:pos:R:3:mulliken_spin:R:1 method="wB97M-V/def2-TZVPD" orbital_gap_ev="4.337 / 5.816" s_squared=3.79 multiplicity=4 energy_ev=-193952.1116 lumo_energy_ha="0.1427 / 0.1424" de_lowest_kcal_mol=3.1 molar_mass_g_mol=913.89 charge=-2
V -0.6892 0.2611 -0.4483 2.58
C -1.5907 -3.3798 -2.5125 0.00
O -2.7512 -3.6685 -1.7239 0.00
C -3.5694 -2.6433 -1.3379 -0.03
C -4.9276 -2.9180 -1.3771 0.09
C -5.8648 -1.9504 -0.9911 -0.03
C -5.4427 -0.6937 -0.6236 0.04
C -4.0673 -0.3734 -0.5894 -0.04
C -3.6881 0.9824 -0.3144 0.24
N -2.4278 1.3990 -0.2941 0.00
N -2.2390 2.7620 -0.1454 -0.02
C -0.9650 3.0060 -0.0720 0.00
O -0.0475 2.0592 -0.0636 -0.02
C -0.5011 4.4049 0.0157 0.01
C 0.8583 4.6952 0.1101 0.02
C 1.2947 6.0148 0.1957 -0.01
C 0.3851 7.0651 0.1851 0.02
C -0.9746 6.7759 0.0911 -0.01
C -1.4147 5.4623 0.0074 0.01
C -3.1188 -1.3938 -0.8697 0.11
O -1.8176 -1.1634 -0.7080 -0.03
H -1.1622 -4.3474 -2.7708 0.00
H -0.8673 -2.7951 -1.9607 0.01
H -1.8817 -2.8539 -3.4277 0.00
H -5.2299 -3.9026 -1.7141 0.01
H -6.9227 -2.1879 -1.0086 0.00
H -6.1595 0.0759 -0.3535 0.00
H -4.4645 1.7267 -0.1649 0.02
H 1.5563 3.8671 0.1088 0.01
H 2.3569 6.2209 0.2656 0.00
H 0.7275 8.0922 0.2363 0.00
H -1.6988 7.5827 0.0790 0.00
H -2.4687 5.2242 -0.0589 0.00
O 0.1758 0.5142 -4.8350 0.00
C 1.5088 0.5438 -4.7271 0.00
C 2.2351 0.8267 -5.8932 0.00
C 3.6124 0.8606 -5.8604 0.00
C 4.3030 0.6147 -4.6745 0.00
C 3.5815 0.3443 -3.5210 0.00
C 2.1939 0.3074 -3.5251 0.02
C 1.4134 0.0505 -2.2635 -0.03
O 0.1372 0.1702 -2.3162 0.02
N 2.1095 -0.1913 -1.1882 0.02
N 1.2507 -0.2171 -0.0565 -0.15
C 1.8465 -0.3618 1.0408 0.06
S 3.5504 -0.7721 1.1943 0.02
C 3.5166 -0.8598 3.0045 0.00
C 2.0723 -1.0927 3.4457 0.01
S 1.0585 0.0663 2.5394 0.05
H -0.1812 0.3881 -3.9170 0.01
H 1.6812 1.0203 -6.8034 0.00
H 4.1601 1.0882 -6.7693 0.00
H 5.3848 0.6389 -4.6499 0.00
H 4.0827 0.1561 -2.5791 0.00
H 3.9039 0.0723 3.4183 0.00
H 4.1553 -1.6880 3.3144 0.00
H 1.9311 -0.9281 4.5138 0.00
H 1.7222 -2.0938 3.1795 0.00
S -0.6218 -3.0876 2.3770 0.00
C 0.2728 -3.8119 1.0958 0.00
N 0.7752 -3.2625 0.0135 0.01
C 1.5019 -4.1670 -0.7376 0.01
C 2.1748 -3.8417 -1.9156 0.00
C 2.8802 -4.8232 -2.5969 0.00
C 2.9260 -6.1370 -2.1174 0.00
C 2.2587 -6.4729 -0.9451 0.00
C 1.5511 -5.4871 -0.2626 0.00
S 0.6436 -5.5519 1.2080 0.00
H 2.1448 -2.8164 -2.2680 0.00
H 3.4032 -4.5652 -3.5105 0.00
H 3.4842 -6.8934 -2.6564 0.00
H 2.2923 -7.4886 -0.5671 0.00
C -2.0095 -0.6578 5.0922 0.00
N -1.3358 0.6303 4.9692 0.00
C -0.1073 0.9295 5.5405 0.00
C 0.2315 2.1558 5.1072 0.00
N -0.7913 2.5949 4.2889 0.00
C -0.7605 3.8478 3.5476 0.00
C -1.7910 1.6738 4.2116 0.00
Se -3.4367 1.8201 3.3813 0.00
H -2.0360 -0.9565 6.1398 0.00
H -1.4902 -1.4077 4.4928 0.00
H -3.0191 -0.5359 4.7098 0.00
H 0.4050 0.2455 6.1932 0.00
H 1.1039 2.7556 5.2981 0.00
H -0.7349 4.6923 4.2372 0.00
H -1.6591 3.8927 2.9382 0.00
H 0.1118 3.8616 2.8996 0.00

Entry 8:
75
Properties=species:S:1:pos:R:3:mulliken_charge:R:1 method="wB97M-V/def2-TZVPD" orbital_gap_ev=6.779 multiplicity=1 energy_ev=-54065.1526 lumo_energy_ha=-0.1225 de_lowest_kcal_mol=10.6 molar_mass_g_mol=725.97 charge=+1
Ir 0.1538 1.1398 0.0855 0.85
C 0.6831 3.6847 -1.3626 -1.19
C 0.2500 2.3121 -1.8096 0.76
C -1.0673 1.8279 -1.5807 -0.67
C -1.5810 0.7295 -2.3596 0.13
C -3.0167 0.3221 -2.1803 -1.94
C -0.7826 0.1581 -3.2980 0.03
C 0.5474 0.6179 -3.5442 0.38
C 1.3535 -0.0096 -4.6519 -1.65
C 1.0410 1.6516 -2.8097 -0.73
H 0.9508 4.2904 -2.2312 0.54
H 1.5610 3.6349 -0.7159 0.22
H -0.1138 4.1946 -0.8285 0.13
H -1.7952 2.4748 -1.1031 0.80
H -3.6498 0.8432 -2.9021 0.38
H -3.3773 0.5689 -1.1819 0.38
H -3.1481 -0.7478 -2.3411 0.40
H -1.1699 -0.6585 -3.8999 0.38
H 1.2128 0.5441 -5.5820 0.42
H 1.0450 -1.0390 -4.8389 0.35
H 2.4192 -0.0012 -4.4239 0.40
H 2.0218 2.0550 -3.0397 0.44
C -5.5398 -10.2032 1.1812 -0.82
O -5.1848 -9.6222 2.4284 -0.42
C -4.2996 -8.6081 2.4362 0.84
C -4.0186 -8.0587 3.6891 -0.71
C -3.1539 -6.9942 3.7928 -0.21
C -2.5524 -6.4600 2.6532 -0.01
C -2.8250 -7.0149 1.4063 -0.35
C -3.6835 -8.0923 1.2920 -0.61
N -1.7440 -5.3204 2.8579 -0.32
N -1.1367 -4.8970 1.8610 -0.03
C -0.5635 -3.6021 2.0535 0.10
C -0.5474 -2.9234 3.2447 -0.77
C -0.1177 -1.5848 3.3131 -0.95
C 0.2456 -0.9455 2.1654 0.55
O 0.5728 0.3791 2.0612 0.05
C 0.2681 -1.6164 0.9335 -0.30
N 0.6255 -0.8841 -0.1793 -0.37
C 0.8090 -1.5475 -1.2981 -0.49
C 0.5892 -2.9317 -1.4233 -0.98
C 0.1222 -3.6408 -0.3572 -0.56
C -0.0505 -2.9793 0.8818 1.04
H -6.3675 -10.8734 1.3895 0.24
H -4.7062 -10.7726 0.7649 0.35
H -5.8621 -9.4436 0.4671 0.33
H -4.5040 -8.4800 4.5587 0.42
H -2.9360 -6.5503 4.7554 0.43
H -2.3554 -6.5940 0.5287 0.35
H -3.8713 -8.5198 0.3186 0.38
H -0.8642 -3.4390 4.1400 0.51
H -0.1103 -1.0587 4.2583 0.31
H 1.1440 -0.9673 -2.1399 0.94
H 0.7768 -3.4055 -2.3763 0.46
H -0.0968 -4.6968 -0.4242 0.51
C 3.0462 1.7615 2.6178 -1.12
Si 1.2415 1.6543 2.9794 0.18
C 0.8520 1.5540 4.7820 -1.37
C 0.2638 2.9990 2.1445 0.95
C 0.7240 4.3266 2.0776 -0.73
C -0.0880 5.3393 1.6153 -0.58
C -1.3960 5.0605 1.2056 -0.81
C -1.8684 3.7692 1.2567 -0.44
C -1.0457 2.7236 1.7112 -0.27
H 3.4753 2.6583 3.0718 0.41
H 3.2243 1.8011 1.5420 0.30
H 3.5869 0.9035 3.0235 0.39
H 1.2916 2.4219 5.2797 0.38
H 1.2747 0.6632 5.2523 0.43
H -0.2231 1.5667 4.9686 0.37
H 1.7245 4.5668 2.4203 0.36
H 0.2819 6.3558 1.5805 0.42
H -2.0407 5.8625 0.8707 0.41
H -2.8933 3.5564 0.9777 0.47
H -1.5120 1.7621 1.9027 0.50

Entry 9:
12
Properties=species:S:1:pos:R:3:nbo_charge:R:1 method="wB97M-V/def2-TZVPD" smiles="C#CCO/C=C/F" orbital_gap_ev=9.852 multiplicity=1 energy_ev=-10025.2457 lumo_energy_ha=0.0276 de_lowest_kcal_mol=111.4 molar_mass_g_mol=100.09 charge=0
C -2.3842 1.4982 -0.0219 -0.25
C -2.1228 0.1825 0.0365 -0.05
C -1.3848 -1.0835 0.3586 -0.17
O -0.1009 -1.1664 -0.3447 -0.53
C 0.5887 0.1384 -0.2420 -0.02
C 1.8658 -0.1527 -0.0997 0.19
F 2.8072 0.7451 0.2272 -0.33
H -2.5128 2.5942 -0.3785 0.28
H -1.3590 -1.2879 1.4534 0.22
H -1.9088 -1.9281 -0.2787 0.24
H -0.2100 0.9135 -0.0691 0.24
H 2.1567 -1.1637 -0.2033 0.18